1.
Entry from OMol25: a molecular structure, C32H44N2O6PS2Ti at a distorted geometry (ωB97M-V/def2-TZVPD).

Element x y z (Å)
Ti (0.10, 0.81, 0.24)
C (-0.21, -0.37, 5.60)
C (-0.66, -1.34, 4.45)
C (0.50, -2.30, 4.18)
C (-1.33, -0.72, 3.22)
C (-2.45, 0.85, 2.14)
C (-3.19, 0.29, 1.00)
C (-3.20, -1.03, 0.69)
C (-3.91, -1.60, -0.51)
C (-2.51, -2.10, 1.41)
C (-1.72, -1.92, 2.47)
H (0.16, -1.07, 6.35)
H (-1.10, 0.15, 6.05)
H (0.52, 0.37, 5.23)
H (-1.44, -1.99, 4.83)
H (0.78, -2.51, 3.10)
H (0.25, -3.33, 4.55)
H (1.38, -1.97, 4.77)
H (-2.72, 1.90, 2.20)
H (-3.72, 0.97, 0.32)
H (-3.94, -2.68, -0.43)
H (-3.48, -1.44, -1.50)
H (-4.91, -1.18, -0.56)
H (-2.66, -3.09, 0.92)
H (-1.38, -2.87, 2.95)
C (2.35, -0.04, 2.58)
N (1.83, 1.04, 1.73)
C (2.98, 1.54, 1.02)
C (1.23, 2.05, 2.62)
C (-0.21, 1.66, 2.91)
C (-0.81, 2.51, 3.85)
C (-1.95, 2.22, 4.63)
C (-2.69, 1.06, 4.63)
C (-2.68, 0.11, 3.52)
C (-0.93, 0.55, 2.28)
H (3.37, 0.13, 3.07)
H (2.50, -0.91, 1.93)
H (1.60, -0.32, 3.27)
H (3.86, 1.72, 1.59)
H (2.78, 2.52, 0.50)
H (3.19, 0.86, 0.22)
H (1.37, 3.06, 2.24)
H (1.79, 2.03, 3.59)
H (-0.27, 3.46, 4.04)
H (-2.18, 3.01, 5.41)
H (-3.25, 0.92, 5.56)
H (-3.59, -0.59, 3.54)
O (-1.17, 2.31, 0.15)
C (-1.18, 3.44, -0.51)
C (-0.31, 3.63, -1.56)
C (-0.37, 4.76, -2.39)
C (0.24, 4.74, -3.63)
C (0.93, 3.61, -3.99)
C (1.37, 2.68, -3.03)
C (0.71, 2.71, -1.81)
O (1.16, 1.85, -0.91)
N (0.03, 5.85, -4.46)
O (0.28, 5.71, -5.65)
O (-0.22, 6.92, -3.88)
H (-1.91, 4.19, -0.19)
H (-0.78, 5.75, -2.03)
H (1.09, 3.39, -5.09)
H (2.19, 1.98, -3.24)
C (1.28, -4.84, -3.80)
C (1.24, -4.15, -2.45)
C (1.05, -5.25, -1.37)
O (0.10, -3.15, -2.39)
P (0.41, -1.62, -2.10)
S (0.82, -1.49, -0.06)
S (-1.17, -0.30, -2.11)
O (1.62, -1.17, -3.09)
C (1.40, -0.49, -4.42)
C (0.16, -0.99, -5.08)
C (2.68, -0.65, -5.21)
H (1.94, -5.70, -3.83)
H (1.67, -4.16, -4.56)
H (0.28, -5.22, -4.13)
H (2.18, -3.59, -2.20)
H (0.16, -5.91, -1.51)
H (1.00, -4.79, -0.40)
H (1.88, -5.96, -1.35)
H (1.23, 0.55, -4.12)
H (-0.14, -1.99, -4.79)
H (0.32, -0.95, -6.18)
H (-0.63, -0.27, -4.86)
H (3.24, -1.50, -4.90)
H (3.26, 0.24, -4.98)
H (2.49, -0.61, -6.30)

LUMO (spin up / spin down) = -0.93 / -0.55 eV
2S+1 = 2
calculated total energy = -103232.603 eV
total charge = 0
molecular weight = 695.7 g/mol
expectation value of S² = 0.792
highest occupied orbital energy (spin up / spin down) = -6.3 / -6.9 eV
gap between HOMO and LUMO (spin up / spin down) = 5.34 / 6.32 eV


2.
Entry from OMol25: 2 unconnected molecules or ions with the total composition C5H8O2 (ωB97M-V/def2-TZVPD).

Element x y z (Å)
C (-1.14, -1.47, -0.63)
C (0.29, -1.84, -0.74)
O (1.19, -1.86, 0.08)
C (0.52, 1.00, 0.86)
O (0.64, 0.06, 1.78)
C (0.02, 2.37, 0.73)
C (0.74, 1.53, -0.31)
H (-1.39, -1.13, 0.36)
H (-1.40, -0.71, -1.39)
H (-1.73, -2.35, -0.91)
H (0.99, -0.74, 1.33)
H (0.58, 3.17, 1.23)
H (-1.05, 2.57, 0.63)
H (0.54, -2.21, -1.74)
H (1.21, 1.61, -1.27)

LUMO = 0.79 eV
SMILES string = OC1=CC1.CC=O
2S+1 = 1
calculated total energy = -9406.474 eV
total charge = 0
molecular weight = 100.1 g/mol
relative energy (zero: lowest compared OMol25 entry of this formula, charge and spin) = 3.3587 eV
highest occupied orbital energy = -8.4 eV
gap between HOMO and LUMO = 9.23 eV


3.
Entry from OMol25: 2 unconnected molecules or ions with the total composition C4H5NO2S at a distorted geometry (ωB97M-V/def2-TZVPD).

Element x y z (Å)
C (0.74, -0.48, 0.54)
C (-0.41, -0.03, -0.03)
C (-0.57, 2.19, 0.58)
C (-1.15, -0.63, -1.17)
H (0.97, -2.19, -0.77)
H (2.22, -2.08, 0.54)
H (1.14, 0.00, 1.46)
H (1.04, 2.24, 0.48)
H (-1.87, 0.16, -1.70)
N (1.49, -1.63, 0.09)
O (-1.32, 0.82, 0.63)
O (-0.75, -1.71, -1.61)
S (-1.53, 3.35, 0.96)

LUMO = -0.53 eV
2S+1 = 1
calculated total energy = -20643.668 eV
total charge = 0
molecular weight = 131.2 g/mol
relative energy (zero: lowest compared OMol25 entry of this formula, charge and spin) = 6.5118 eV
highest occupied orbital energy = -8.5 eV
gap between HOMO and LUMO = 7.98 eV


4.
Entry from OMol25: C5H7NO in the gas phase (ωB97M-V/def2-TZVPD).

Element x y z (Å)
C (-1.98, 0.70, 0.00)
C (-0.65, 0.10, -0.43)
C (0.50, 0.04, 0.63)
C (1.90, -0.02, 0.14)
N (2.13, -0.37, -1.05)
C (-0.29, -1.16, 0.21)
O (-0.44, -2.34, 0.36)
H (-1.99, 1.80, -0.03)
H (-2.24, 0.39, 1.02)
H (-2.78, 0.35, -0.66)
H (-0.29, 0.27, -1.44)
H (0.32, 0.51, 1.59)
H (2.67, 0.16, 0.90)
H (3.13, -0.43, -1.23)

LUMO = 0.94 eV
SMILES string = [H]/N=C/[C@@H]1C(=O)[C@H]1C
2S+1 = 1
calculated total energy = -8833.937 eV
total charge = 0
molecular weight = 97.1 g/mol
relative energy (zero: lowest compared OMol25 entry of this formula, charge and spin) = 2.2663 eV
highest occupied orbital energy = -9.1 eV
gap between HOMO and LUMO = 10.04 eV


5.
Entry from OMol25: a molecular structure, C32H47AuBN9O2 (ωB97M-V/def2-TZVPD).

Element x y z (Å)
Au (-0.05, -0.39, -0.53)
C (-0.86, -3.13, -2.84)
C (-0.82, -3.76, -1.45)
C (0.61, -3.90, -0.93)
C (-1.69, -3.06, -0.45)
C (-2.69, -3.63, 0.33)
C (-3.13, -2.63, 1.19)
C (-4.07, -2.85, 2.34)
C (-5.33, -1.99, 2.38)
C (-3.28, -2.77, 3.66)
N (-2.43, -1.51, 0.90)
N (-1.55, -1.78, -0.09)
B (-2.37, -0.13, 1.58)
N (-1.07, -0.06, 2.39)
N (0.06, -0.63, 1.90)
C (1.03, -0.43, 2.78)
C (0.53, 0.30, 3.87)
C (-0.81, 0.52, 3.58)
C (-1.75, 1.38, 4.38)
C (-2.89, 0.63, 5.07)
C (-2.26, 2.58, 3.58)
C (2.40, -1.02, 2.63)
C (3.00, -0.80, 1.25)
C (2.36, -2.52, 2.96)
N (-2.33, 1.01, 0.51)
N (-1.11, 1.58, 0.34)
C (-1.27, 2.66, -0.41)
C (-2.61, 2.80, -0.74)
C (-3.26, 1.74, -0.13)
C (-4.74, 1.46, -0.19)
C (-5.44, 1.82, 1.11)
C (-5.04, 0.03, -0.64)
C (-0.10, 3.56, -0.71)
C (-0.56, 4.98, -1.01)
C (0.90, 3.57, 0.45)
H (-0.24, -3.70, -3.53)
H (-0.45, -2.12, -2.81)
H (-1.88, -3.09, -3.23)
H (-1.24, -4.77, -1.53)
H (1.10, -2.93, -0.88)
H (1.19, -4.53, -1.60)
H (0.62, -4.34, 0.07)
H (-3.03, -4.65, 0.29)
H (-4.40, -3.88, 2.22)
H (-5.10, -0.94, 2.54)
H (-5.96, -2.32, 3.20)
H (-5.90, -2.08, 1.45)
H (-2.85, -1.78, 3.79)
H (-2.47, -3.49, 3.66)
H (-3.94, -2.98, 4.50)
H (-3.31, 0.01, 2.29)
H (1.06, 0.62, 4.74)
H (-1.11, 1.78, 5.18)
H (-3.63, 0.28, 4.35)
H (-3.39, 1.30, 5.77)
H (-2.52, -0.23, 5.62)
H (-2.92, 2.26, 2.77)
H (-1.43, 3.13, 3.13)
H (-2.82, 3.25, 4.22)
H (3.04, -0.52, 3.37)
H (2.49, -1.41, 0.50)
H (4.05, -1.10, 1.24)
H (2.93, 0.24, 0.94)
H (1.71, -3.03, 2.26)
H (1.97, -2.68, 3.97)
H (3.35, -2.95, 2.90)
H (-3.08, 3.59, -1.31)
H (-5.12, 2.13, -0.97)
H (-5.12, 1.18, 1.93)
H (-6.52, 1.70, 1.00)
H (-5.24, 2.85, 1.39)
H (-4.67, -0.70, 0.07)
H (-4.58, -0.18, -1.60)
H (-6.12, -0.11, -0.74)
H (0.40, 3.18, -1.61)
H (-1.10, 5.40, -0.16)
H (-1.22, 5.02, -1.88)
H (0.29, 5.62, -1.22)
H (0.40, 3.89, 1.37)
H (1.70, 4.27, 0.24)
H (1.32, 2.58, 0.63)
O (1.68, -0.97, -2.42)
C (2.10, 0.13, -2.06)
O (1.54, 0.84, -1.16)
H (3.03, 0.57, -2.48)
N (-1.25, 0.31, -2.55)
C (-0.73, 0.85, -3.43)
C (-0.10, 1.48, -4.50)
C (-0.08, 2.88, -4.57)
N (-0.07, 4.03, -4.63)
C (0.49, 0.71, -5.51)
N (0.98, 0.09, -6.35)

LUMO (spin up / spin down) = 0.62 / -3.98 eV
2S+1 = 3
calculated total energy = -55820.973 eV
total charge = 0
molecular weight = 797.6 g/mol
relative energy (zero: lowest compared OMol25 entry of this formula, charge and spin) = 0.0000 eV
expectation value of S² = 2.032
highest occupied orbital energy (spin up / spin down) = -8.7 / -8.5 eV
gap between HOMO and LUMO (spin up / spin down) = 9.29 / 4.53 eV